72
Properties=species:S:1:pos:R:3:lowdin_charge:R:1 method="wB97M-V/def2-TZVPD" homo_energy_ev=-7.63 lumo_energy_ev=-0.9593 e_tot_ha=-7339.74129
Rh 0.338 0.358 0.783 0.800
Br -2.522 5.425 5.409 0.721
C -2.061 4.220 4.023 -0.702
C -3.002 3.911 3.027 -0.108
C -2.683 3.049 2.018 0.005
C -1.405 2.428 1.924 -0.313
O -1.207 1.659 0.901 -0.213
C -0.476 2.737 2.954 -0.116
C 0.846 2.192 3.057 -0.041
N 1.354 1.308 2.285 -0.039
C 2.681 0.816 2.436 -0.199
C 3.685 1.402 3.150 0.005
C 4.939 0.758 3.275 -0.055
C 5.165 -0.456 2.698 -0.023
C 4.148 -1.074 1.929 -0.138
C 4.291 -2.341 1.308 0.011
C 3.246 -2.878 0.627 -0.009
C 2.056 -2.128 0.485 -0.067
N 1.924 -0.933 0.993 -0.047
C 2.927 -0.412 1.772 -0.165
C -0.831 3.640 3.985 -0.093
H -3.986 4.359 3.066 0.105
H -3.409 2.801 1.255 0.111
H 1.447 2.567 3.885 0.130
H 3.539 2.368 3.615 0.113
H 5.719 1.240 3.849 0.110
H 6.116 -0.960 2.817 0.117
H 5.233 -2.870 1.397 0.123
H 3.304 -3.854 0.165 0.114
H 1.216 -2.512 -0.078 0.099
H -0.106 3.860 4.759 0.108
S 1.797 1.397 -0.659 0.681
C 0.962 1.829 -2.161 -0.658
C 1.415 2.885 -2.949 -0.113
C 0.751 3.197 -4.126 -0.084
C -0.366 2.475 -4.528 -0.087
C -0.817 1.420 -3.749 -0.082
C -0.140 1.091 -2.583 -0.395
As -0.656 -0.302 -1.364 1.324
C -2.551 -0.384 -1.728 -0.347
C -3.353 0.631 -1.212 -0.089
C -4.697 0.688 -1.548 -0.073
C -5.247 -0.260 -2.400 -0.085
C -4.447 -1.265 -2.920 -0.079
C -3.098 -1.325 -2.590 -0.097
C 0.085 -1.914 -2.136 -0.366
C 1.255 -1.784 -2.880 -0.099
C 1.915 -2.911 -3.352 -0.078
C 1.403 -4.173 -3.086 -0.087
C 0.243 -4.306 -2.334 -0.074
C -0.414 -3.183 -1.847 -0.129
H 2.274 3.462 -2.632 0.100
H 1.099 4.028 -4.727 0.103
H -0.886 2.735 -5.441 0.101
H -1.692 0.855 -4.049 0.105
H -2.921 1.367 -0.549 0.075
H -5.317 1.481 -1.148 0.103
H -6.297 -0.214 -2.660 0.102
H -4.867 -2.004 -3.591 0.103
H -2.483 -2.104 -3.019 0.093
H 1.660 -0.799 -3.083 0.099
H 2.829 -2.801 -3.921 0.105
H 1.907 -5.053 -3.466 0.102
H -0.150 -5.290 -2.112 0.106
H -1.282 -3.296 -1.213 0.095
F -0.570 -3.397 3.502 0.135
C -1.664 -2.769 3.019 -0.550
F -2.202 -2.063 4.024 0.149
F -2.541 -3.711 2.669 0.152
C -1.263 -1.853 1.834 -0.544
O -0.482 -0.927 2.224 -0.095
O -1.677 -2.133 0.721 0.030

75
Properties=species:S:1:pos:R:3:lowdin_charge:R:1 method="wB97M-V/def2-TZVPD" total_charge=+1 multiplicity=2 homo_energy_ev="-10.49 / -10.56" lumo_energy_ev="-4.1213 / -4.3269" e_tot_ha=-3530.71525
Tc 0.093 0.275 -0.316 1.321
C -1.661 0.044 3.509 -0.115
C -1.014 0.884 2.664 -0.035
N 0.257 0.539 2.130 0.039
C 0.690 -0.797 2.441 -0.175
C -0.029 -1.537 3.334 -0.087
N -1.174 -1.151 3.921 0.100
C 1.678 -1.420 1.556 -0.206
C 2.634 -2.335 1.939 0.075
C 3.381 -2.995 0.959 -0.110
C 3.104 -2.735 -0.386 0.073
C 2.152 -1.792 -0.708 -0.184
N 1.500 -1.128 0.257 -0.007
C 1.675 -1.449 -2.062 -0.168
C 2.193 -1.956 -3.242 -0.039
N 1.687 -1.652 -4.431 0.122
C 0.647 -0.827 -4.450 -0.074
C 0.118 -0.281 -3.292 -0.063
N 0.638 -0.588 -2.107 -0.024
C 4.425 -3.961 1.332 -0.174
C 4.301 -4.757 2.469 -0.007
C 5.305 -5.658 2.778 -0.115
N 6.396 -5.780 2.028 0.075
C 6.537 -5.023 0.943 -0.116
C 5.573 -4.109 0.557 -0.010
H -2.624 0.342 3.904 0.123
H -1.387 1.859 2.389 0.134
H 0.305 -2.548 3.547 0.132
H 2.823 -2.513 2.989 0.137
H 3.616 -3.289 -1.160 0.125
H 3.047 -2.622 -3.227 0.126
H 0.221 -0.580 -5.414 0.123
H -0.708 0.418 -3.291 0.122
H 3.419 -4.710 3.097 0.114
H 5.229 -6.304 3.644 0.115
H 7.447 -5.150 0.370 0.114
H 5.740 -3.497 -0.322 0.113
Cl -6.917 -0.546 0.781 0.704
C -5.346 -0.086 0.223 -0.669
C -4.266 -0.909 0.466 -0.118
C -3.033 -0.487 0.009 -0.510
Cl -1.615 -1.511 0.244 0.822
C -2.795 0.698 -0.682 -0.459
O -1.592 1.055 -1.111 -0.322
C -3.929 1.487 -0.905 -0.580
Cl -3.719 2.978 -1.750 0.748
C -5.182 1.109 -0.463 -0.110
H -4.382 -1.845 0.995 0.118
H -6.033 1.750 -0.649 0.115
C 4.737 0.956 -3.023 -0.074
C 3.630 1.604 -3.564 -0.061
C 2.530 1.887 -2.769 -0.027
C 2.515 1.502 -1.428 -0.310
C 3.629 0.880 -0.883 -0.049
C 4.737 0.608 -1.681 -0.066
N 1.332 1.741 -0.638 -0.102
C 1.109 3.121 -0.321 -0.289
C 2.181 3.985 -0.092 -0.018
C 1.950 5.305 0.261 -0.058
C 0.654 5.787 0.384 -0.069
C -0.410 4.936 0.140 -0.061
C -0.190 3.610 -0.212 -0.038
H 5.599 0.744 -3.643 0.109
H 3.629 1.896 -4.608 0.113
H 1.671 2.409 -3.176 0.128
H 3.638 0.620 0.170 0.107
H 5.607 0.135 -1.242 0.109
H 3.199 3.624 -0.180 0.122
H 2.791 5.962 0.444 0.112
H 0.478 6.820 0.657 0.110
H -1.427 5.303 0.208 0.110
H -1.028 2.962 -0.438 0.066
F 0.924 2.818 2.506 0.307
B 1.288 1.596 2.219 -0.768
F 2.563 1.256 2.171 0.283

77
Properties=species:S:1:pos:R:3:lowdin_charge:R:1 method="wB97M-V/def2-TZVPD" homo_energy_ev=-8.19 lumo_energy_ev=-0.7343 e_tot_ha=-2704.19372
Hf -0.085 0.048 -0.129 1.714
C -6.093 4.241 2.205 -0.038
C -5.108 3.998 3.348 -0.298
C -4.750 5.319 4.012 -0.147
C -3.700 5.112 5.094 -0.123
C -2.474 4.497 4.481 -0.136
C -1.216 4.743 4.983 0.062
C -0.096 4.166 4.391 -0.251
F 1.107 4.425 4.922 0.080
C -0.197 3.358 3.295 0.092
C -1.470 3.086 2.778 -0.034
C -1.588 2.192 1.638 -0.255
O -0.564 1.860 0.991 -0.082
C -2.905 1.749 1.348 -0.012
C -3.970 2.349 1.952 0.041
N -3.873 3.329 2.865 0.037
C -2.616 3.648 3.367 -0.065
C -3.189 0.637 0.360 -0.566
O -4.337 0.453 -0.007 0.071
O -2.158 -0.037 -0.005 -0.155
H -6.895 4.886 2.559 0.088
H -6.548 3.323 1.838 0.077
H -5.590 4.737 1.374 0.100
H -5.571 3.342 4.092 0.158
H -5.654 5.758 4.432 0.125
H -4.363 6.006 3.253 0.136
H -4.101 4.451 5.869 0.131
H -3.443 6.058 5.572 0.123
H -1.081 5.386 5.844 0.135
H 0.671 2.913 2.823 0.134
H -4.956 2.011 1.667 0.140
C 3.433 0.499 2.733 -0.084
C 3.233 -0.529 3.646 -0.087
C 2.088 -1.299 3.562 -0.044
C 1.160 -1.046 2.551 -0.209
C 1.340 -0.037 1.593 -0.198
C 2.502 0.732 1.730 -0.118
C -0.082 -1.828 2.436 -0.211
C -0.694 -2.381 3.585 0.002
C -1.878 -3.040 3.466 0.007
C -2.448 -3.222 2.188 -0.154
C -3.656 -3.929 1.996 -0.037
C -4.147 -4.122 0.738 -0.074
C -3.430 -3.647 -0.377 -0.049
C -2.265 -2.952 -0.221 -0.003
C -1.767 -2.677 1.072 -0.189
N -0.621 -1.931 1.226 0.086
H 4.328 1.107 2.799 0.101
H 3.967 -0.725 4.417 0.100
H 1.937 -2.113 4.262 0.105
H 2.687 1.544 1.033 0.097
H -0.223 -2.234 4.546 0.108
H -2.381 -3.447 4.335 0.121
H -4.166 -4.324 2.867 0.112
H -5.076 -4.657 0.591 0.104
H -3.815 -3.835 -1.371 0.112
H -1.701 -2.601 -1.071 0.100
N -1.162 1.498 -2.003 0.009
N -0.860 0.699 -3.122 0.019
C -0.546 -0.661 -2.992 -0.660
O -0.585 -1.350 -3.987 0.077
O -0.183 -1.039 -1.797 -0.174
H -2.159 1.682 -1.964 0.109
H -0.655 2.372 -2.072 0.105
H -1.275 0.937 -4.007 0.142
F 5.037 -0.878 -4.402 0.118
C 4.127 -0.361 -3.573 -0.142
C 3.703 0.949 -3.729 -0.142
F 4.206 1.693 -4.714 0.124
C 2.762 1.479 -2.870 -0.132
F 2.352 2.745 -3.035 0.107
C 2.189 0.732 -1.832 -0.272
O 1.285 1.243 -1.028 -0.196
C 2.657 -0.581 -1.708 -0.127
F 2.127 -1.328 -0.704 0.063
C 3.596 -1.131 -2.553 -0.137
F 4.000 -2.389 -2.392 0.132